C19H24N2O4S2 | ωB97M-V/def2-TZVPD

Last column: natural (NBO) charge in e.
Element x y z (Å)
S -2.701 -3.956 -1.017  0.250
S 3.266 1.327 0.324  2.315
O 3.381 0.487 1.481  -0.940
O -0.995 -0.732 -3.229  -0.508
O 4.427 1.513 -0.500  -0.943
O 0.636 -3.036 0.738  -0.598
N 2.667 2.847 0.737  -0.687
N -0.285 -2.190 -1.175  -0.637
C -3.599 -2.076 2.470  -0.206
C -0.011 -0.193 -2.452  0.284
C 0.378 -0.976 -1.342  0.179
C 0.552 2.102 1.728  -0.618
C -3.522 -3.155 0.337  -0.177
C 4.696 3.946 1.692  -0.632
C -4.900 -3.005 0.215  -0.233
C 1.373 -0.516 -0.493  -0.232
C 1.595 1.479 -1.821  -0.169
C -1.041 -4.324 -0.369  -0.632
C -1.422 -0.021 -4.369  -0.249
C 0.605 1.029 -2.681  -0.295
C -4.969 -1.928 2.356  -0.224
C -2.867 -2.685 1.464  -0.198
C -0.135 -3.109 -0.191  0.669
C 3.624 3.930 0.606  -0.215
C 1.963 0.709 -0.740  -0.329
C -5.618 -2.392 1.222  -0.193
C 1.863 2.843 1.947  -0.227
H -1.852 0.948 -4.098  0.181
H -5.394 -3.376 -0.670  0.218
H -1.001 -2.368 -1.873  0.432
H 2.409 2.369 2.771  0.204
H 3.064 4.871 0.599  0.195
H 5.208 2.987 1.700  0.222
H -2.192 -0.641 -4.826  0.205
H -0.597 -4.988 -1.113  0.258
H -1.127 -4.863 0.575  0.254
H 1.691 -1.101 0.355  0.282
H -5.531 -1.454 3.147  0.215
H 0.734 1.036 1.633  0.220
H 4.100 3.792 -0.365  0.227
H -6.688 -2.282 1.124  0.216
H -0.603 0.125 -5.079  0.182
H 0.061 2.458 0.825  0.210
H 1.660 3.886 2.207  0.201
H 0.323 1.636 -3.526  0.226
H -1.799 -2.781 1.577  0.218
H 2.085 2.424 -1.986  0.231
H -3.084 -1.715 3.347  0.217
H -0.107 2.269 2.577  0.215
H 5.419 4.731 1.488  0.215
H 4.258 4.120 2.673  0.202

Computed properties:
SMILES: CCN(CC)S(=O)(=O)c1ccc(OC)c(NC(=O)CSc2ccccc2)c1
Highest occupied orbital energy in eV: -8.410
Energy relative to the best compared isomer or geometry (same formula, charge and spin) in eV: 0.561
E in Ha: -1945.254333
Net charge: 0